(1)
14
Properties=species:S:1:pos:R:3:nbo_charge:R:1 method="wB97M-V/def2-TZVPD" largest_force_ev_per_a=12.38 e_above_lowest_kcal_mol=62.1 lumo_ev=0.08 charge=0
C 1.364 2.041 -0.431 -0.6865
C 0.026 1.371 -0.190 0.4810
C -0.071 -0.036 -0.107 0.1567
C 0.730 -1.025 -0.674 -0.1969
C 0.213 -2.314 -0.093 -0.3108
C -0.663 -1.956 0.755 0.1199
H 1.086 3.141 -0.341 0.2631
H 2.239 1.603 0.101 0.2464
H 1.655 1.743 -1.721 0.2174
H 1.293 -0.979 -1.384 0.1786
H 0.560 -3.300 -0.543 0.2450
H -1.178 -2.402 1.462 0.1936
O -1.029 2.077 0.017 -0.5315
O -0.877 -0.615 0.843 -0.3760

(2)
16
Properties=species:S:1:pos:R:3:nbo_charge:R:1 method="wB97M-V/def2-TZVPD" largest_force_ev_per_a=5.02 e_above_lowest_kcal_mol=133.5 smiles="CC1=C=N1.C=CC" lumo_ev=0.61 charge=0
C -1.689 -0.069 -0.077 0.2042
C 1.626 0.628 1.023 -0.4306
C 1.203 0.073 -0.098 -0.1770
C -1.365 -1.402 -0.320 0.0370
C -2.028 1.277 -0.427 -0.7115
C 1.529 -1.390 -0.362 -0.6676
N -1.945 -0.988 0.835 -0.3223
H 1.494 1.751 1.036 0.2063
H 2.027 -0.021 1.701 0.2047
H 0.649 0.457 -0.970 0.1986
H -1.326 1.893 0.163 0.2774
H -2.919 1.631 0.210 0.2605
H -1.968 1.582 -1.440 0.2509
H 0.724 -1.964 -0.027 0.2381
H 2.433 -1.736 0.233 0.2072
H 1.553 -1.719 -1.480 0.2240

(3)
13
Properties=species:S:1:pos:R:3:nbo_charge:R:1 method="wB97M-V/def2-TZVPD" largest_force_ev_per_a=1.58 e_above_lowest_kcal_mol=16.0 lumo_ev=3.88 charge=-1
C -0.511 -0.499 1.301 -0.6184
C -1.528 -1.296 0.464 -0.5957
H -0.980 0.426 1.610 0.1908
H -0.119 -1.172 2.059 0.1943
H 0.271 -0.155 0.625 0.2450
H -2.496 -1.398 0.979 0.1746
H -1.154 -2.274 0.223 0.2006
H -1.774 -0.739 -0.443 0.2029
C 1.608 1.466 -1.332 -0.7561
S 2.756 0.171 -1.819 -0.7175
H 1.794 2.430 -1.823 0.1646
H 1.596 1.702 -0.257 0.1600
H 0.536 1.337 -1.588 0.1549

(4)
8
Properties=species:S:1:pos:R:3:nbo_charge:R:1 method="wB97M-V/def2-TZVPD" largest_force_ev_per_a=5.55 e_above_lowest_kcal_mol=39.2 smiles="O=C(O)OP" lumo_ev=0.35 charge=0
C -0.096 -1.911 -0.186 1.0079
O -0.294 -3.042 -0.383 -0.5641
O 0.956 -1.255 0.269 -0.6703
O -1.084 -0.958 -0.498 -0.8517
P -1.530 0.740 -0.673 0.6877
H 1.433 -1.932 0.756 0.4960
H -0.236 1.251 -0.318 -0.0552
H -2.034 0.830 0.681 -0.0503

(5)
42
Properties=species:S:1:pos:R:3:nbo_charge:R:1 method="wB97M-V/def2-TZVPD" largest_force_ev_per_a=2.60 lumo_ev="-2.93 / -2.90" charge=+1 multiplicity=2
Ti -0.385 -0.184 0.032 1.4258
N 0.019 1.303 1.583 -0.8189
C -0.958 2.429 1.414 -0.3482
C -1.915 2.157 0.267 0.7771
O -2.617 3.004 -0.182 -0.5208
O -1.844 0.874 -0.151 -0.7334
H -0.116 0.854 2.481 0.4084
H 0.967 1.660 1.578 0.3968
H -0.440 3.360 1.215 0.2380
H -1.547 2.566 2.316 0.2443
C 3.053 -1.913 1.223 -0.4263
N 3.449 -1.270 -0.044 -0.3275
C 4.863 -1.440 -0.445 -0.4220
C 2.603 -0.597 -0.761 0.7361
C 2.968 -0.014 -2.081 -0.7034
O 1.404 -0.421 -0.342 -0.7243
H 3.423 -2.935 1.215 0.2293
H 1.978 -1.936 1.321 0.2505
H 3.504 -1.380 2.058 0.2197
H 5.364 -1.990 0.345 0.2364
H 5.356 -0.480 -0.564 0.2264
H 4.942 -2.014 -1.365 0.2285
H 3.922 -0.352 -2.464 0.2454
H 2.984 1.073 -1.988 0.2623
H 2.180 -0.269 -2.787 0.2638
C -2.905 -3.920 -2.092 -0.2090
C -2.241 -2.700 -2.352 -0.1668
C -1.555 -2.084 -1.352 -0.2034
C -1.509 -2.618 -0.026 -0.0902
C -0.854 -1.907 1.024 -0.4000
C -0.794 -2.503 2.258 -0.2118
C -1.378 -3.769 2.501 -0.2157
C -2.049 -4.422 1.504 -0.1794
C -2.146 -3.859 0.207 0.0193
C -2.850 -4.489 -0.852 -0.1807
H -3.455 -4.402 -2.891 0.2294
H -2.273 -2.271 -3.345 0.2258
H -1.058 -1.153 -1.619 0.1555
H -0.314 -2.000 3.092 0.1958
H -1.308 -4.215 3.486 0.2233
H -2.519 -5.382 1.695 0.2204
H -3.354 -5.430 -0.660 0.2235

(6)
57
Properties=species:S:1:pos:R:3:nbo_charge:R:1 method="wB97M-V/def2-TZVPD" largest_force_ev_per_a=2.73 e_above_lowest_kcal_mol=18.9 lumo_ev="-0.29 / -1.55" charge=0 multiplicity=2
C -1.719 -1.255 0.694 -0.3789
C -0.396 -0.684 0.487 -0.0908
C 0.335 -1.545 -0.601 -0.4408
C 0.575 -3.031 -0.264 -0.0612
O -0.601 -3.822 -0.143 -0.7200
N -0.150 0.690 -0.061 -0.6938
C -0.839 1.764 0.681 -0.0835
N 0.017 2.935 0.800 -0.8594
H -2.551 -1.497 0.040 0.1728
H -1.373 -3.251 -0.134 0.4691
H -2.207 -1.462 1.646 0.1962
H 0.179 -0.680 1.424 0.2122
H -0.217 -1.465 -1.535 0.1918
H 1.349 -1.149 -0.741 0.2387
H 1.200 -3.075 0.643 0.1638
H 1.143 -3.509 -1.070 0.1739
H -0.338 0.756 -1.056 0.3732
H -1.809 2.000 0.175 0.1427
H -1.150 1.430 1.683 0.2160
H 0.370 2.928 1.754 0.4108
H 0.781 2.977 0.146 0.3487
H 2.813 1.732 0.989 0.4885
H 1.724 0.714 0.867 0.4891
O 2.388 1.044 1.499 -0.9794
H -1.830 0.262 -3.123 0.4893
H -2.616 -0.074 -1.901 0.4749
O -2.638 0.538 -2.642 -0.9496
H -1.022 -1.015 3.831 0.5070
H -2.197 0.109 3.753 0.5022
O -1.237 -0.062 3.843 -1.0131
H 1.458 1.531 -1.157 0.4610
H 1.932 1.676 -2.575 0.4977
O 2.185 1.230 -1.716 -1.0103
H 1.229 1.668 -4.438 0.4882
H 0.327 2.594 -3.537 0.5102
O 1.246 2.458 -3.882 -0.9739
H -0.517 -0.852 -4.705 0.4828
H 0.981 -0.591 -4.138 0.5059
O 0.110 -0.194 -4.376 -1.0158
H 2.688 -1.383 4.147 0.4834
H 2.549 -1.237 2.657 0.4844
O 2.793 -1.890 3.333 -0.9452
H 0.123 1.186 3.816 0.4968
H 1.454 1.504 3.158 0.4815
O 0.724 1.933 3.657 -0.9942
H -3.984 0.146 1.998 0.4654
H -2.848 0.919 1.435 0.4735
O -3.419 0.895 2.228 -0.9288
H 0.987 -2.574 3.345 0.5093
H -0.427 -2.937 2.808 0.4763
O 0.023 -2.467 3.515 -0.9835
H -1.947 2.233 -2.893 0.5038
H -1.225 3.302 -1.981 0.4878
O -1.300 2.947 -2.884 -0.9753
H 2.192 -0.699 -2.822 0.5112
H 2.261 -2.312 -3.220 0.4934
O 2.420 -1.391 -3.458 -0.9763

(7)
30
Properties=species:S:1:pos:R:3:nbo_charge:R:1 method="wB97M-V/def2-TZVPD" largest_force_ev_per_a=0.59 e_above_lowest_kcal_mol=0.0 lumo_ev=2.35 charge=-1
Ti 0.341 -2.044 1.801 1.0342
S -2.970 -3.520 4.367 -0.8480
Sb -0.920 -4.223 3.811 0.9301
S 0.637 -2.215 3.976 -0.4995
S -0.688 -3.920 1.281 -0.5271
F 4.013 -1.200 -4.053 -0.2973
C 3.534 -1.384 -2.815 0.2415
C 4.392 -1.417 -1.731 0.2683
F 5.707 -1.263 -1.925 -0.2963
C 3.900 -1.607 -0.450 0.2839
F 4.762 -1.627 0.569 -0.2913
C 2.536 -1.768 -0.217 0.2160
O 2.066 -1.946 1.007 -0.7010
C 1.694 -1.737 -1.328 0.2997
F 0.379 -1.896 -1.138 -0.2889
C 2.176 -1.547 -2.608 0.2647
F 1.335 -1.519 -3.647 -0.2932
C -0.840 -0.384 1.469 -0.3912
C -1.377 0.626 1.056 -0.0560
C -2.039 1.808 0.587 -0.1126
C -1.871 2.236 -0.732 -0.1719
C -2.510 3.379 -1.185 -0.2187
C -3.325 4.109 -0.332 -0.2229
C -3.500 3.689 0.980 -0.2172
C -2.862 2.547 1.439 -0.1691
H -1.238 1.658 -1.393 0.2188
H -2.371 3.699 -2.211 0.2076
H -3.825 5.002 -0.687 0.2048
H -4.137 4.251 1.651 0.2081
H -2.996 2.211 2.458 0.2244

(8)
12
Properties=species:S:1:pos:R:3:nbo_charge:R:1 method="wB97M-V/def2-TZVPD" largest_force_ev_per_a=6.19 e_above_lowest_kcal_mol=54.4 smiles="N#[N+][S-].C/C=C/F" lumo_ev=0.66 charge=0
C 0.027 -0.735 -0.265 -0.2912
C -0.673 -1.641 0.340 0.2239
C 0.054 0.739 0.252 -0.6377
N -3.034 -1.451 -0.122 0.0244
N -3.460 -0.448 -0.203 -0.1518
F -0.734 -2.897 -0.053 -0.3285
S -3.983 0.922 -0.303 0.1332
H 0.596 -0.846 -1.211 0.2176
H -1.118 -1.471 1.296 0.1631
H -0.313 0.857 1.345 0.2051
H -0.830 1.214 -0.164 0.2216
H 0.983 1.216 0.140 0.2204